(1)
DFT (ωB97M-V/def2-TZVPD) results for a cluster of 2 separate species, C3H10NSe in total at a distorted geometry.

The net charge is +1. The value obtained for the molecular weight is 139.1 u. As for the energy above the lowest of the compared OMol25 structures with the same formula, charge and spin: 343.70 kJ/mol. The HOMO energy (spin up / spin down) comes out at -0.436 / -0.436 Eh. As for the total energy: -2576.0635 Eh. Its LUMO energy (spin up / spin down) is -0.14977 / -0.14976 hartree. As for the spin multiplicity: 1. The value obtained for the orbital gap (spin up / spin down) is 7.78 / 7.78 eV.

Geometry (Å):
C: -2.609 0.096 0.112
C: -0.495 -1.050 0.647
C: 1.467 0.521 -0.602
N: -1.463 -0.232 0.894
Se: 3.125 -0.257 -0.064
H: -3.506 0.189 0.735
H: -2.578 1.024 -0.384
H: -2.695 -0.654 -0.598
H: 0.210 -1.097 1.476
H: -0.614 -1.887 -0.096
H: 1.215 1.384 0.003
H: 1.239 0.606 -1.736
H: 3.531 -1.515 -0.577
H: -1.285 0.447 1.603
H: 4.438 0.212 -0.797

Force components x, y, z for each atom (eV/Å):
-1.1520 -0.2091 0.8814
-0.1505 -0.8009 0.1297
-0.5775 -1.7608 -2.3558
0.6021 0.8033 -0.0542
0.7882 2.7453 0.6667
0.2429 -0.5262 0.0589
0.8046 1.3106 -0.6154
-0.6755 -1.3812 -1.4089
0.2285 -0.2709 -0.6788
0.3094 1.2765 0.6816
0.6389 -0.0008 0.1598
0.7407 -0.1149 2.1750
-0.8154 -1.3855 -0.9197
0.2094 0.2065 0.8068
-1.1940 0.1083 0.4729

(2)
DFT (ωB97M-V/def2-TZVPD) results for a cluster of 2 separate species, C3H10O2 in total.

The net charge is 0. The value obtained for the molecular weight is 78.1 u. As for the energy above the lowest of the compared OMol25 structures with the same formula, charge and spin: 32.10 kJ/mol. The HOMO energy comes out at -0.389 Eh. As for the total energy: -270.7596 Eh. Its LUMO energy is 0.03042 hartree. As for the spin multiplicity: 1. Its SMILES is CCCO.O. The value obtained for the orbital gap is 11.42 eV.

Geometry (Å):
C: 2.558 0.353 -1.017
C: 1.078 -0.029 -0.823
C: 0.392 0.730 0.299
O: -1.021 0.861 0.115
H: 3.241 -0.409 -0.621
H: 2.771 0.414 -2.083
H: 2.796 1.310 -0.578
H: 0.924 -1.102 -0.696
H: 0.553 0.251 -1.740
H: 0.827 1.717 0.463
H: 0.489 0.206 1.254
H: -1.258 0.917 -0.821
O: -2.781 -1.712 1.367
H: -2.881 -0.767 1.205
H: -2.063 -2.018 0.806

Force components x, y, z for each atom (eV/Å):
-0.0220 -0.9417 -0.2043
0.0140 0.5181 -0.2150
-0.4484 -0.1786 0.5039
-0.2221 -0.2230 -0.0792
-0.1544 0.2744 0.1115
0.1008 0.0533 -0.0266
0.0399 0.2566 0.1796
0.1298 0.0294 -0.0342
-0.0747 -0.0463 -0.0903
0.0914 0.1549 -0.3001
0.0936 -0.0168 -0.0698
0.3764 0.0725 0.2269
-0.2380 -0.1097 0.1546
0.3113 -0.0993 -0.1177
0.0022 0.2565 -0.0395

(3)
DFT (ωB97M-V/def2-TZVPD) results for a cluster of 2 separate species, C3H10O2 in total at a distorted geometry.

The net charge is 0. The value obtained for the molecular weight is 78.1 u. As for the energy above the lowest of the compared OMol25 structures with the same formula, charge and spin: 119.53 kJ/mol. The HOMO energy comes out at -0.377 Eh. As for the total energy: -270.7263 Eh. Its LUMO energy is 0.02378 hartree. As for the spin multiplicity: 1. Its SMILES is CC(C)O.O. The value obtained for the orbital gap is 10.90 eV.

Geometry (Å):
C: 1.461 1.580 0.689
C: 1.571 0.428 -0.385
C: 0.383 0.594 -1.317
O: 1.169 -0.768 0.345
H: 1.551 2.568 0.087
H: 2.344 1.599 1.460
H: 0.649 1.453 1.350
H: 2.638 0.331 -0.676
H: -0.305 1.364 -0.837
H: 0.000 -0.365 -1.519
H: 0.657 1.105 -2.327
H: 1.346 -1.646 -0.097
O: -4.807 -2.556 1.284
H: -4.604 -3.524 1.162
H: -4.054 -2.164 0.781

Force components x, y, z for each atom (eV/Å):
3.9769 0.7261 -0.8024
-0.9704 -0.3015 2.5558
1.2968 3.8407 -2.1841
0.8919 -1.4744 0.4654
-0.6257 -1.4204 1.3225
-1.1423 -0.2018 -1.6883
-1.5287 0.1119 0.0414
-0.8932 0.1396 -0.6518
0.3381 -1.5666 -0.5923
-0.9893 -0.8356 -0.2830
-0.3308 -0.8967 1.5120
-0.0272 1.8747 0.3014
1.4401 -1.2074 -0.9530
-0.5459 1.3261 0.3484
-0.8902 -0.1145 0.6080

(4)
DFT (ωB97M-V/def2-TZVPD) results for a structure of composition C3H10O2S at a distorted geometry.

The net charge is 0. The value obtained for the molecular weight is 110.2 u. As for the energy above the lowest of the compared OMol25 structures with the same formula, charge and spin: 211.87 kJ/mol. The HOMO energy comes out at -0.322 Eh. As for the total energy: -668.8696 Eh. Its LUMO energy is 0.02978 hartree. As for the spin multiplicity: 1. The value obtained for the orbital gap is 9.58 eV.

Geometry (Å):
O: 0.748 0.101 -0.578
S: -1.537 1.069 1.111
C: 1.748 -0.263 -1.464
C: -0.520 -0.366 -0.978
C: -1.337 -0.623 0.322
H: -0.265 1.463 0.889
H: 1.983 -1.332 -1.328
H: 2.688 0.312 -1.419
H: 1.299 -0.125 -2.462
H: -0.659 -1.313 -1.533
H: -1.081 0.424 -1.515
H: -0.686 -1.208 1.000
H: -2.255 -1.216 0.144
O: 0.213 0.858 2.863
H: 0.377 1.623 2.266
H: -0.717 0.596 2.680

Force components x, y, z for each atom (eV/Å):
-0.4182 0.0103 0.6150
-2.7875 -0.4594 -2.6884
0.2132 -0.7971 -1.6299
-2.2365 -0.0928 1.1571
1.4577 0.6824 0.0765
-0.7711 -0.3909 -0.7437
0.1292 0.2219 -0.1729
-0.6885 0.0661 0.5025
0.7284 -0.1646 -0.1602
1.2750 0.3052 -0.1358
0.4858 -0.2794 -0.1884
-0.3668 0.2128 -0.2691
0.1899 0.9803 0.1572
1.7586 0.3302 1.4175
-0.0262 -1.0650 1.4715
1.0569 0.4401 0.5912

(5)
DFT (ωB97M-V/def2-TZVPD) results for a cluster of 2 separate species, C3H10O2S2 in total at a distorted geometry.

The net charge is 0. The value obtained for the molecular weight is 142.2 u. As for the energy above the lowest of the compared OMol25 structures with the same formula, charge and spin: 24.79 kJ/mol. The HOMO energy comes out at -0.331 Eh. As for the total energy: -1067.1369 Eh. Its LUMO energy is 0.01963 hartree. As for the spin multiplicity: 1. Its SMILES is OCCCSS.O. The value obtained for the orbital gap is 9.54 eV.

Geometry (Å):
O: 1.535 -0.062 0.610
C: 1.504 1.161 -0.137
C: 0.087 1.694 -0.328
C: -0.931 0.694 -0.887
S: -2.579 0.447 -0.125
S: -2.043 -0.299 1.744
H: 0.801 -0.081 1.225
H: 2.060 1.889 0.452
H: 2.030 0.971 -1.071
H: -0.231 2.062 0.652
H: 0.223 2.542 -1.005
H: -1.202 1.084 -1.875
H: -0.490 -0.287 -1.052
H: -2.266 -1.607 1.478
O: 0.292 -3.065 0.149
H: 0.800 -3.534 0.801
H: 0.410 -3.610 -0.632

Force components x, y, z for each atom (eV/Å):
0.3077 0.0571 -0.5436
-0.3229 -0.8237 0.9525
0.2998 0.0011 0.4845
-0.0702 0.0456 -1.0678
0.8982 0.2575 0.5837
-0.3495 -0.0906 -0.4165
-0.2810 0.0178 0.1329
0.1909 0.4022 -0.2638
-0.0811 -0.0266 -0.0778
-0.1471 0.1447 -0.1278
-0.4709 0.1446 0.1620
-0.1894 -0.3044 -0.0247
0.0653 -0.0334 0.1860
0.2343 0.2270 0.0276
-0.3544 0.0518 -0.4219
0.3737 -0.1410 0.6430
-0.1035 0.0701 -0.2284

(6)
DFT (ωB97M-V/def2-TZVPD) results for a cluster of 2 separate species, C3H10O2SSi in total at a distorted geometry.

The net charge is 0. The value obtained for the molecular weight is 138.3 u. As for the energy above the lowest of the compared OMol25 structures with the same formula, charge and spin: 281.57 kJ/mol. The HOMO energy comes out at -0.287 Eh. As for the total energy: -958.4389 Eh. Its LUMO energy is 0.00725 hartree. As for the spin multiplicity: 1. The value obtained for the orbital gap is 8.02 eV.

Geometry (Å):
C: 2.584 -1.222 -0.268
C: -1.148 -0.622 -0.076
C: -2.051 0.548 0.060
O: 1.469 1.500 -1.185
O: 1.713 1.106 1.443
Si: 1.507 0.378 0.054
S: -3.981 0.321 0.015
H: 1.946 -2.022 -0.812
H: 3.470 -0.923 -0.890
H: 2.946 -1.614 0.809
H: -1.334 -1.371 0.808
H: -1.219 -1.116 -0.970
H: -1.797 1.122 -0.909
H: -1.790 1.153 0.955
H: 0.778 1.448 -1.815
H: 1.085 1.797 1.842
H: -4.178 -0.483 0.939

Force components x, y, z for each atom (eV/Å):
-0.1244 0.0378 1.4995
1.4790 -0.0809 4.5762
0.2750 1.2733 -1.2788
1.2399 -0.5400 1.6487
-0.8436 1.9657 2.3530
-2.8726 -2.2931 -2.5966
1.7616 2.4821 -2.9387
1.1009 1.4510 1.0294
-0.7346 -0.4674 0.5958
-0.7998 0.7209 -2.5982
0.7671 1.2064 -1.6055
-0.1001 -1.2031 -2.2515
-1.1113 -0.1377 1.6594
-0.4751 -0.2668 -0.6965
-0.9592 -0.1926 -0.8545
1.5012 -1.7002 -1.2116
-0.1040 -2.2554 2.6700

(7)
DFT (ωB97M-V/def2-TZVPD) results for a cluster of 2 separate species, C3H10O2SSi in total at a distorted geometry.

The net charge is 0. The value obtained for the molecular weight is 138.3 u. As for the energy above the lowest of the compared OMol25 structures with the same formula, charge and spin: 334.93 kJ/mol. The HOMO energy comes out at -0.332 Eh. As for the total energy: -958.4186 Eh. Its LUMO energy is -0.01100 hartree. As for the spin multiplicity: 1. The value obtained for the orbital gap is 8.72 eV.

Geometry (Å):
C: 1.777 0.108 0.192
C: -0.628 0.943 -1.242
C: -0.055 -1.372 -3.207
O: 0.230 2.466 1.283
O: -0.831 0.213 1.739
Si: 0.105 1.031 0.619
S: -1.291 -2.466 -3.523
H: 1.473 -0.892 0.455
H: 2.015 0.225 -0.914
H: 2.577 0.557 0.813
H: -1.802 1.234 -1.025
H: -0.743 -0.033 -1.750
H: -0.123 1.650 -1.828
H: -0.008 -0.924 -4.152
H: 1.000 3.049 1.283
H: -1.356 0.665 2.395
H: -1.378 -3.327 -2.447

Force components x, y, z for each atom (eV/Å):
-0.8181 2.1082 0.1038
-4.2804 -0.2167 3.6737
-0.5810 -2.5636 1.5653
0.4865 2.4410 0.6586
0.5661 -0.3557 -1.0056
0.3224 -3.3108 -2.9542
0.4136 0.0244 0.0396
0.6235 -0.6337 -0.0024
-0.4149 -0.2844 1.4989
-0.1029 -0.8343 -0.2615
2.6772 -0.1178 -0.9935
0.6878 0.4939 0.7315
0.4552 1.0962 -1.0240
-0.0044 1.3804 -1.7435
-0.3681 -0.3921 -0.1870
0.0417 0.3309 0.0287
0.2959 0.8340 -0.1284

(8)
DFT (ωB97M-V/def2-TZVPD) results for a cluster of 3 separate species, C3H10O3 in total at a distorted geometry.

The net charge is 0. The value obtained for the molecular weight is 94.1 u. As for the energy above the lowest of the compared OMol25 structures with the same formula, charge and spin: 97.83 kJ/mol. The HOMO energy comes out at -0.316 Eh. As for the total energy: -345.9772 Eh. Its LUMO energy is 0.02759 hartree. As for the spin multiplicity: 1. Its SMILES is C/C=C/O.O.O. The value obtained for the orbital gap is 9.35 eV.

Geometry (Å):
C: -0.080 0.811 1.929
C: 0.117 -0.023 0.711
C: -0.020 0.457 -0.505
O: 0.129 -0.293 -1.680
H: -1.119 0.981 2.239
H: 0.426 0.444 2.820
H: 0.243 1.855 1.832
H: 0.559 -0.999 0.877
H: -0.319 1.435 -0.859
H: 0.813 -0.937 -1.502
O: 2.769 -1.280 -1.289
H: 3.498 -1.349 -1.901
H: 2.539 -0.347 -1.236
O: -3.042 -0.134 -0.118
H: -2.919 0.274 -0.962
H: -3.595 -0.894 -0.357

Force components x, y, z for each atom (eV/Å):
-0.4251 1.2511 0.8775
0.7272 0.5937 0.6563
-0.2483 -0.6775 -1.9590
0.0583 0.6306 0.6601
-0.1395 -0.6496 -0.2677
0.1394 -0.2768 -0.1263
0.3594 -0.1792 -0.3526
-0.3917 -0.2486 -0.2759
-0.2524 0.3216 0.8671
0.1203 -0.8567 -0.1988
-0.3798 -0.0770 0.3944
0.2386 0.0408 -0.2862
0.3248 0.1584 -0.0016
-0.6588 -0.7725 0.4385
0.3725 0.6099 -0.7822
0.1551 0.1318 0.3563